125
Properties=species:S:1:pos:R:3:lowdin_charge:R:1 method="wB97M-V/def2-TZVPD" gap_ev=8.39 max_force_ev_per_a=2.53 lumo_energy_ev=0.3 homo_ev=-8.05
C -3.16354 -5.12794 -1.09264 -0.290
S -3.03043 -4.09179 0.28257 0.804
O -1.62735 -3.65258 0.34687 -0.560
C -4.05398 -2.71818 -0.22009 -0.259
H -2.79449 -4.79597 -2.05971 -0.021
H -4.20357 -5.38814 -1.23614 0.063
H -2.72674 -6.07149 -0.77499 0.057
H -3.87284 -2.51181 -1.27441 0.027
H -3.90561 -1.89325 0.47127 0.009
H -5.09209 -3.12925 -0.17453 0.078
C 3.30459 2.31245 -0.86920 -0.289
S 4.36892 2.33730 -2.23846 0.772
O 3.56898 2.03925 -3.42519 -0.532
C 4.70649 4.06890 -2.39377 -0.239
H 3.08270 1.25277 -0.83438 0.028
H 2.39222 2.91537 -1.04390 0.073
H 3.83518 2.57661 0.02066 0.018
H 5.31345 4.11215 -3.28106 0.047
H 5.19402 4.34840 -1.46963 0.044
H 3.78466 4.53706 -2.64459 0.051
C 4.91009 0.21974 1.55265 -0.284
S 4.60159 0.39983 3.22798 0.807
O 3.31151 1.16481 3.26783 -0.541
C 4.32387 -1.26454 3.52579 -0.311
H 5.15762 1.21280 1.08302 0.061
H 3.97213 -0.11047 1.11817 0.049
H 5.70208 -0.52228 1.45784 0.068
H 5.20381 -1.86257 3.30633 0.072
H 3.50193 -1.62044 2.92031 0.011
H 4.05718 -1.31745 4.58724 0.036
N -8.05793 0.56344 -3.75010 0.020
C -6.78956 0.73827 -3.26137 -0.155
C -5.91237 0.07430 -4.09574 -0.133
C -6.67102 -0.52181 -5.13761 -0.109
C -7.96384 -0.23133 -4.86647 -0.162
H -8.86723 0.96375 -3.32860 0.138
H -6.53350 1.32690 -2.36879 0.065
H -4.86567 0.03449 -4.01739 -0.002
H -6.41672 -1.10920 -5.98261 0.085
H -8.82647 -0.63912 -5.38969 0.110
N -0.20516 -1.44741 1.19451 0.006
C 0.74584 -0.68458 1.76469 -0.179
C 0.64098 0.60215 1.22543 -0.117
C -0.34261 0.53131 0.25039 -0.126
C -0.93156 -0.72902 0.27797 -0.127
H -0.42357 -2.38189 1.38371 0.031
H 1.40724 -1.14702 2.51154 0.065
H 1.23654 1.50133 1.42084 0.078
H -0.66856 1.37769 -0.30146 0.080
H -1.64654 -1.19386 -0.42355 0.097
N -4.01582 5.44249 1.00719 0.018
C -3.16826 4.72239 1.80153 -0.150
C -2.37478 3.97554 0.97833 -0.136
C -2.72944 4.23748 -0.39125 -0.114
C -3.74503 5.12134 -0.31444 -0.158
H -4.67435 6.11510 1.34893 0.140
H -3.20085 4.70316 2.89208 0.111
H -1.58793 3.37079 1.38868 0.063
H -2.32232 3.82834 -1.29376 0.074
H -4.33551 5.56937 -1.10146 0.110
N 6.40136 6.32204 1.05882 -0.008
C 7.33709 5.39047 1.30187 -0.151
C 6.70541 4.30553 1.83582 -0.118
C 5.30292 4.55257 1.87462 -0.102
C 5.14040 5.90243 1.45334 -0.112
H 6.56473 7.25583 0.73697 0.143
H 8.35400 5.56377 1.07604 0.103
H 7.16980 3.37046 2.05946 0.085
H 4.50960 3.85111 2.18842 0.065
H 4.21946 6.50266 1.29931 0.104
C 2.71029 -1.10501 -2.81926 -0.973
Cl 1.87029 -2.19329 -3.97444 0.501
Cl 4.25295 -1.81162 -2.27235 0.501
H 2.95119 -0.24079 -3.40485 -0.022
H 1.99996 -0.92636 -1.99572 0.034
C 1.95342 4.29449 3.15384 -0.962
Cl 1.52786 4.67936 1.45225 0.507
Cl 0.57224 3.58009 3.98566 0.572
H 2.68030 3.50258 3.14757 -0.032
H 2.20165 5.27569 3.57333 0.038
C 1.72409 -4.37106 -0.31991 -1.016
Cl 2.55883 -3.42388 0.91349 0.573
Cl 1.80861 -6.06980 0.08079 0.559
H 0.66977 -4.09348 -0.30561 -0.003
H 2.20848 -4.23717 -1.27681 0.002
C -2.23962 0.10948 3.39334 -0.983
Cl -3.22559 -1.44977 3.29635 0.482
Cl -3.25212 1.49432 3.52538 0.594
H -1.63379 -0.01155 4.29997 -0.043
H -1.59856 0.18893 2.52786 -0.016
C -0.79889 -5.29980 2.73718 -0.986
Cl -0.23676 -3.88652 3.61061 0.565
Cl -0.22651 -6.83839 3.50019 0.507
H -1.90253 -5.31747 2.76133 0.025
H -0.44037 -5.22520 1.72070 -0.030
C 2.94399 -5.26817 4.12813 -1.087
Cl 2.96547 -4.17009 5.54874 0.480
Cl 4.52475 -5.60118 3.52968 0.539
H 2.46581 -6.21563 4.41562 0.008
H 2.38429 -4.72741 3.36595 -0.069
C -4.69879 1.57974 -0.00229 -1.007
Cl -3.91723 0.87463 -1.41373 0.568
Cl -6.19172 0.76186 0.42814 0.541
H -4.04816 1.42014 0.82138 -0.038
H -4.88017 2.62880 -0.19516 0.016
C 0.84952 0.60217 5.39714 -1.046
Cl 1.10827 -1.14021 5.42226 0.532
Cl -0.58588 1.06273 6.32143 0.541
H 1.68523 1.03639 5.89831 0.013
H 0.72534 0.92017 4.34973 -0.024
C -2.43854 2.55139 -5.26093 -0.984
Cl -1.54522 3.81467 -4.48293 0.557
Cl -2.31543 0.93525 -4.42981 0.489
H -3.50530 2.71780 -5.21092 0.019
H -2.11362 2.39317 -6.28616 0.031
C 0.35239 -6.97458 -3.30513 -0.980
Cl 0.15385 -7.81036 -4.88163 0.498
Cl -0.08127 -5.24639 -3.27905 0.516
H -0.24460 -7.49131 -2.56828 0.021
H 1.42043 -6.99611 -3.12967 0.008
C -1.79643 -2.51437 -5.40269 -0.943
Cl -1.86964 -3.79614 -6.71923 0.458
Cl -2.62012 -3.07070 -3.93942 0.520
H -0.77909 -2.36956 -5.10989 -0.033
H -2.36444 -1.68101 -5.76247 -0.020

108
Properties=species:S:1:pos:R:3:mulliken_spin:R:1 method="wB97M-V/def2-TZVPD" multiplicity=2 gap_ev="6.72 / 6.74" total_charge=+1 max_force_ev_per_a=2.49 lumo_energy_ev="-2.7 / -2.4" homo_ev="-9.39 / -9.14"
W 0.90608 -1.67283 -0.64445 0.965
C 4.61478 -1.09793 -0.17635 0.003
P 3.06658 -1.75343 0.56735 -0.007
C 3.23558 -1.04223 2.24655 0.004
C 3.56948 -3.53743 0.77045 -0.001
C 2.64078 -4.51633 0.05195 0.017
P 1.82508 -3.79623 -1.45435 -0.043
C 0.83268 -5.24083 -1.98815 -0.003
C 3.21658 -3.84543 -2.64775 0.004
H 5.45488 -1.34973 0.47055 -0.001
H 4.54338 -0.01743 -0.27705 -0.002
H 4.77448 -1.51303 -1.16995 0.005
H 4.21128 -1.27763 2.66925 -0.001
H 2.44918 -1.43003 2.88465 0.003
H 3.13088 0.03877 2.15755 -0.002
H 3.60648 -3.76273 1.83985 -0.003
H 4.58598 -3.63833 0.38135 -0.002
H 1.82978 -4.82153 0.71315 -0.001
H 3.18738 -5.42163 -0.22475 0.000
H 1.48578 -6.10943 -2.07555 -0.001
H 0.37118 -5.04613 -2.95325 -0.002
H 0.05028 -5.44463 -1.26025 0.002
H 3.60488 -4.86033 -2.71155 0.000
H 3.99888 -3.16063 -2.33445 -0.001
H 2.86178 -3.52163 -3.61945 -0.001
O 0.71758 -2.40693 -3.37995 0.027
N -0.44262 -2.71263 -3.87765 0.006
C -0.52702 -3.25193 -5.10935 -0.011
C -1.73592 -3.55503 -5.68365 0.013
C -2.90922 -3.29113 -4.97635 -0.008
C -2.81132 -2.76483 -3.71245 0.015
C -1.56712 -2.48353 -3.14325 -0.007
S -1.47002 -1.87123 -1.54945 0.023
H 0.42288 -3.40813 -5.59915 0.000
H -1.76042 -4.00083 -6.66325 0.001
H -3.87192 -3.50973 -5.40675 -0.001
H -3.68302 -2.55613 -3.11635 0.000
C -1.24002 1.94437 -5.03135 0.000
C -0.01842 1.14477 -4.79895 0.000
N 0.85378 0.77347 -5.67735 0.000
N 1.82678 0.12547 -4.99695 -0.001
C 1.57198 0.08007 -3.67425 0.028
S 2.54128 -0.41233 -2.42745 -0.015
N 0.37218 0.72917 -3.54435 0.007
N -0.28982 0.83587 -2.34085 -0.019
H -1.28502 2.22377 -6.07955 0.000
H -1.21912 2.84367 -4.41335 0.000
H -2.13632 1.38117 -4.76985 0.000
H 2.61838 -0.27123 -5.47545 0.000
H -0.27102 1.79057 -1.99195 0.001
H -1.25032 0.49647 -2.41975 0.003
F 0.89698 -2.97573 1.94755 -0.002
C -0.04912 -2.71693 0.96455 -0.011
F -0.41252 -3.97183 0.52045 0.014
H -0.93702 -2.33703 1.50985 -0.002
O 0.06938 0.18777 0.63195 -0.022
P -0.62102 1.25067 1.43685 0.021
C 0.07638 1.19257 3.17105 -0.002
C -0.43472 2.20367 4.19815 -0.001
C -0.08592 1.71667 5.60265 0.000
C -0.90122 0.47357 5.97245 0.000
C -1.09882 -0.44503 4.75585 -0.001
C 0.00898 -0.23843 3.72895 0.001
C -0.23492 2.84917 0.52485 0.004
C -0.66312 4.20417 1.09415 0.000
C 0.40088 4.97817 1.86935 0.000
C 1.74178 4.98497 1.15015 0.000
C 2.19378 3.54797 0.91625 0.000
C 1.20508 2.84377 -0.00515 -0.018
C -2.44062 0.77197 1.39575 -0.002
C -3.01542 0.79717 -0.02195 -0.002
C -3.64632 2.12917 -0.41735 0.000
C -4.72852 2.51757 0.58545 0.000
C -4.10942 2.63247 1.97335 0.000
C -3.46902 1.31247 2.38525 0.000
H 1.13438 1.40587 2.96115 -0.002
H -1.51212 2.33097 4.13035 0.000
H 0.02248 3.17817 4.03475 0.000
H -0.27002 2.50987 6.32645 0.000
H 0.97998 1.49037 5.64835 0.000
H -1.87672 0.77307 6.36025 0.000
H -0.39242 -0.05943 6.77815 0.000
H -2.07172 -0.26283 4.29865 0.000
H -1.09192 -1.49093 5.06855 0.001
H -0.11022 -0.94423 2.90935 0.006
H 0.95628 -0.46963 4.21755 0.001
H -0.88872 2.66137 -0.33715 -0.001
H -1.53252 4.07237 1.73775 0.000
H -0.96772 4.83017 0.24975 0.000
H 0.55108 4.54567 2.85735 0.000
H 0.04158 5.99957 2.01405 0.000
H 2.47818 5.52197 1.74875 0.000
H 1.64968 5.50597 0.19565 0.000
H 2.25698 3.02907 1.87495 0.000
H 3.18638 3.53207 0.46035 0.000
H 1.52348 1.81177 -0.18875 0.023
H 1.22958 3.37207 -0.96385 0.000
H -2.28322 -0.28933 1.64425 0.002
H -3.79092 0.03007 -0.07775 0.001
H -2.23662 0.49747 -0.72195 -0.007
H -4.07912 2.03247 -1.41615 0.000
H -2.89362 2.92097 -0.45205 0.000
H -5.51682 1.75897 0.59605 0.000
H -5.17952 3.46797 0.29645 0.000
H -4.87882 2.89067 2.70215 0.000
H -3.36832 3.43447 1.97895 0.000
H -4.26662 0.56477 2.44135 0.000
H -3.03782 1.40447 3.37975 0.000

124
Properties=species:S:1:pos:R:3:mulliken_spin:R:1 method="wB97M-V/def2-TZVPD" multiplicity=2 gap_ev="3.52 / 7.39" total_charge=-1 max_force_ev_per_a=5.92 lumo_energy_ev="2.0 / 2.0" homo_ev="-1.54 / -5.39"
C -3.58103 -0.10456 1.62801 0.002
C -4.66010 0.90591 1.06629 0.004
O -3.80416 1.76457 0.29474 -0.005
C -4.26397 2.85365 -0.23399 0.000
O -5.36693 3.40232 0.06255 0.000
O -3.40614 3.39136 -1.05163 0.000
C -3.70469 4.73757 -1.55963 0.000
H -3.93392 -0.74377 2.43732 -0.002
H -2.66470 0.38922 1.95146 0.005
H -3.22129 -0.69350 0.78431 -0.003
H -5.11088 1.44711 1.89815 0.000
H -5.38987 0.44059 0.40371 0.000
H -2.95432 5.09385 -2.26540 0.000
H -3.88847 5.46461 -0.76859 0.000
H -4.59810 4.65019 -2.17791 0.000
C 0.70229 4.22538 1.62899 -0.003
C -0.20521 3.24256 0.96607 0.005
O -1.08120 2.71488 1.94009 -0.008
C -2.15352 3.43262 2.39098 -0.002
O -2.49850 4.58210 2.01962 0.000
O -2.79810 2.62624 3.23374 0.000
C -3.91707 3.14850 3.95056 0.000
H 1.25481 3.76045 2.44549 0.001
H 0.19828 5.11827 1.99889 0.000
H 1.51062 4.55876 0.97818 0.000
H 0.33235 2.43123 0.47528 0.009
H -0.78159 3.80563 0.23201 0.000
H -3.75946 3.70510 4.87439 0.000
H -4.53095 2.28766 4.21553 0.000
H -4.53907 3.77351 3.30979 0.000
C 6.39218 -1.84940 2.02551 -0.003
C 7.85689 -2.02936 2.55060 0.000
O 8.19786 -0.88791 3.24002 0.000
C 9.24950 -0.87250 4.13777 0.000
O 10.10052 -1.81300 4.27954 0.000
O 9.14393 0.21218 4.87352 0.000
C 10.09978 0.50345 5.86371 0.000
H 6.01525 -2.81196 1.67982 0.000
H 6.48544 -1.32735 1.07322 0.000
H 5.74328 -1.33303 2.73290 0.005
H 8.60388 -2.14613 1.76544 0.000
H 8.03313 -2.93443 3.13188 0.000
H 9.90030 1.46180 6.34317 0.000
H 11.05014 0.71411 5.37325 0.000
H 10.24330 -0.34078 6.53808 0.000
C -0.33000 -4.59042 2.94620 0.183
C 1.01810 -4.44021 2.66201 -0.091
C 1.55550 -3.14536 2.73849 0.184
C 0.73872 -2.00285 3.03664 -0.108
C -0.59899 -2.20676 3.37928 0.216
C -1.10920 -3.49994 3.26860 -0.125
N 1.25135 -0.61494 2.94836 0.232
O 2.48467 -0.52328 2.74730 0.202
O 0.48961 0.30058 3.18522 0.203
H -0.76393 -5.57367 2.83971 0.015
H 1.63236 -5.27412 2.35597 -0.006
H 2.59876 -3.12133 2.46023 0.039
H -1.26644 -1.37892 3.56798 0.049
H -2.15838 -3.70250 3.42540 -0.004
C -0.44709 0.41167 -1.02181 -0.006
C 0.71188 1.04448 -1.50877 -0.002
C 1.95675 0.44378 -1.44404 0.005
C 2.05915 -0.82854 -0.85786 0.026
C 0.89494 -1.49382 -0.46162 -0.116
C -0.40373 -0.90205 -0.53424 0.009
N 3.34503 -1.55431 -0.55103 0.014
O 3.29803 -2.75389 -0.19816 0.002
O 4.33846 -0.85159 -0.72461 -0.002
H -1.29737 1.07739 -1.03686 -0.006
H 0.64805 1.94387 -2.10327 0.002
H 2.79286 0.95651 -1.89616 0.001
H 0.96065 -2.47874 -0.02343 0.038
H -1.33147 -1.37090 -0.24120 0.023
C -6.17906 -3.39782 -3.29418 0.000
O -5.26458 -2.34214 -3.70193 0.000
P -4.73929 -1.29049 -2.60461 0.000
O -4.57848 -1.82260 -1.20476 0.000
O -5.73697 -0.01299 -2.77188 0.000
C -6.87928 0.07330 -1.90166 0.000
O -3.45960 -0.69173 -3.27823 0.000
C -2.31349 -1.49544 -3.36371 0.001
H -7.17175 -2.94891 -3.26044 0.000
H -5.82516 -3.79137 -2.34131 0.000
H -6.27766 -4.20981 -4.01463 0.000
H -7.19805 -0.87486 -1.46867 0.000
H -7.77320 0.44304 -2.40394 0.000
H -6.58229 0.76266 -1.11129 0.000
H -2.28805 -2.09707 -4.27228 0.000
H -2.27781 -2.21669 -2.54724 0.000
H -1.44952 -0.83438 -3.43209 0.000
C -0.30812 3.82888 -4.95512 0.000
O 0.49010 3.79200 -3.80727 0.000
P 1.65361 4.91931 -3.57937 0.000
O 2.40346 5.16721 -4.82571 0.000
O 2.48326 4.41193 -2.29670 0.000
C 3.77332 4.91269 -1.97347 0.000
O 0.79231 6.20605 -3.01208 0.000
C 0.03000 6.00056 -1.86815 0.000
H 0.19369 4.12397 -5.87665 0.000
H -1.20007 4.42317 -4.75677 0.000
H -0.70571 2.81952 -5.06096 0.000
H 3.86039 5.80662 -1.35589 0.000
H 4.35862 5.16683 -2.85717 0.000
H 4.21891 4.08692 -1.41879 0.000
H 0.11481 6.92490 -1.29676 0.000
H 0.34122 5.18390 -1.21676 0.000
H -0.96656 5.89315 -2.29644 0.000
C -2.36350 -5.28291 0.33761 0.000
O -1.16341 -4.69265 -0.14121 0.006
P -0.62274 -4.98137 -1.64847 0.001
O -1.59305 -5.41302 -2.67017 0.000
O 0.06308 -3.66104 -2.03001 0.003
C 0.59511 -3.51701 -3.35793 0.000
O 0.62430 -5.94318 -1.38433 0.000
C 1.67344 -5.54975 -0.56263 -0.004
H -2.31839 -5.90946 1.22839 -0.002
H -2.82802 -5.82526 -0.48591 0.000
H -3.09709 -4.51920 0.59586 0.001
H 0.77278 -4.44112 -3.90799 0.000
H 1.57973 -3.05452 -3.28910 0.000
H -0.02049 -2.83762 -3.94748 0.000
H 1.48116 -4.50375 -0.32385 0.015
H 2.65563 -5.46653 -1.02791 0.001
H 1.65401 -6.15021 0.34686 0.001

Molecular weight across the listed records, respectively: 1437.0, 937.8, 978.8 g mol⁻¹.